C2H6F3NSi as an isolated structure at a distorted geometry. Source: the Open Molecules 2025 dataset; level of theory: ωB97M-V/def2-TZVPD.

Results
F_max, Eh/bohr: 0.0534
Highest occupied orbital energy, eV: -9.390

Geometry as ORCA input:
```
! wB97M-V def2-TZVPD RIJCOSX def2/J DEFGRID3
* xyz 0 1
Si -0.6272 0.6258 1.1311
F -2.0147 0.0942 1.5945
F -0.3133 2.2150 1.3738
F 0.3894 -0.2050 1.9311
N -0.3779 0.0509 -0.5097
C 0.8387 0.8262 -0.7778
C -0.3285 -1.3937 -0.5352
H 0.1907 -1.7106 -1.4876
H -1.3360 -1.8807 -0.5949
H 1.5132 0.7669 0.0704
H 0.5323 1.8594 -0.8932
H 1.3509 0.5095 -1.6963
H 0.1826 -1.7578 0.3938
*
```

These are the Mulliken partial charges, in e, on atoms 1 to 5: 0.76, -0.27, -0.32, -0.22, -0.11

---

A 7-piece molecular cluster, C10H34O7 overall at a distorted geometry. Source: the Open Molecules 2025 dataset; level of theory: ωB97M-V/def2-TZVPD.

Results
F_max, Eh/bohr: 0.0345
Highest occupied orbital energy (spin up / spin down), eV: 0.580 / -7.276
Energy above the lowest of the compared OMol25 structures with the same formula, charge and spin, eV: 0.000
Expectation value of S²: 0.7505

Geometry as ORCA input:
```
! wB97M-V def2-TZVPD RIJCOSX def2/J DEFGRID3
* xyz -1 2
O 1.0647 -1.0353 -3.8952
O 1.7752 1.3759 2.4731
O -2.2085 2.6392 2.8921
O 0.5624 -0.0925 0.1262
O 0.8313 -0.2770 4.5672
O -0.9793 0.7480 -2.9292
O -1.9647 -1.3833 0.9116
C -2.1555 1.7289 1.8421
C -2.0138 2.5084 0.5783
C 1.1873 -2.6819 4.7869
C 3.1502 0.0047 -4.2901
C -0.6725 -3.4419 0.5337
C 2.2044 -0.5249 -3.2512
C 0.0590 2.7649 -3.7809
C -1.0369 2.1766 -2.9531
C 1.2674 -1.4311 3.8779
C -2.0078 -2.7090 0.4544
H 0.2977 0.1169 -0.7695
H 1.5173 1.0091 1.6274
H -2.8087 -3.2642 0.9427
H -2.0969 1.7550 -0.2051
H -1.9802 -1.4487 1.8692
H -0.1811 -0.5731 0.4900
H 2.7288 -1.3693 -2.8040
H -2.9466 3.2227 2.7013
H 0.7000 -1.4182 2.9473
H -1.0642 3.0400 0.5172
H -2.3135 -2.6367 -0.5894
H 4.1370 0.2621 -3.9052
H 1.0535 2.5160 -3.4107
H -1.3323 1.0298 1.9893
H -0.1328 3.8370 -3.8260
H -0.7843 -4.5027 0.3092
H -1.8652 0.4650 -2.6911
H 1.9986 -2.5752 5.5069
H 2.8034 0.8406 -4.8976
H 0.3874 -0.3591 -3.8201
H 1.2780 0.4377 4.1076
H -2.0281 2.4478 -3.3166
H 1.9690 0.1868 -2.4599
H -2.8367 3.2134 0.4604
H -0.3658 -3.5347 1.5755
H -3.0938 1.1878 1.7199
H 0.2891 -2.8122 5.3907
H -0.0093 2.3253 -4.7760
H 1.3448 2.2302 2.5054
H -0.9528 2.5304 -1.9256
H 3.3853 -0.7234 -5.0664
H 0.1116 -3.0087 -0.0874
H 2.3144 -1.1916 3.6921
H 1.4136 -3.6059 4.2548
*
```

These are the Mulliken partial charges, in e, on atoms 1 to 5: -0.55, -0.63, -0.28, -0.68, -0.52

---

F6H18O9P as an isolated structure at a distorted geometry. Source: the Open Molecules 2025 dataset; level of theory: ωB97M-V/def2-TZVPD.

Results
F_max, Eh/bohr: 0.2494
Highest occupied orbital energy, eV: -5.920
Energy above the lowest of the compared OMol25 structures with the same formula, charge and spin, eV: 20.629

Geometry as ORCA input:
```
! wB97M-V def2-TZVPD RIJCOSX def2/J DEFGRID3
* xyz -1 1
P 16.5026 25.8299 19.4822
F 17.2678 27.2394 19.4442
F 16.2215 25.9853 17.8802
F 15.7798 24.3440 19.5180
F 17.9239 25.0013 19.2090
F 14.9733 26.4803 19.7274
F 16.6830 25.7075 21.0568
O 16.8602 27.6090 21.8156
O 19.2893 27.1627 18.6443
O 15.0714 25.0946 16.5281
O 14.4452 22.8086 20.3923
O 19.6274 23.7769 19.4878
O 16.8219 23.6526 21.3776
O 19.0260 25.6967 20.6085
O 15.8335 28.1746 18.1929
O 14.1591 24.1241 18.6399
H 17.4693 23.9120 22.0333
H 18.3121 25.7314 19.9718
H 16.6743 26.8151 21.3141
H 15.9731 24.8288 16.3479
H 16.6217 24.4608 20.9052
H 18.6897 27.1518 17.8982
H 15.0461 25.2311 17.4752
H 16.0072 28.0294 21.9244
H 14.9742 24.5879 18.8318
H 14.0830 23.4737 19.3380
H 20.1056 24.3243 18.8650
H 15.1101 23.3916 20.7586
H 15.4023 28.0892 19.0432
H 19.0793 26.3666 19.1326
H 16.5936 27.5956 18.2501
H 18.6501 26.0597 21.4105
H 19.0647 24.3887 19.9624
H 14.8956 21.9715 20.2799
*
```

These are the Mulliken partial charges, in e, on atoms 1 to 5: 1.34, -0.31, -0.21, -0.12, 0.00

---

A 2-piece molecular cluster, CH2N2OS overall at a distorted geometry. Source: the Open Molecules 2025 dataset; level of theory: ωB97M-V/def2-TZVPD.

Results
Structure (SMILES): N=C=S.N=O
F_max, Eh/bohr: 0.0852
Highest occupied orbital energy (spin up / spin down), eV: -9.550 / -9.549
Energy above the lowest of the compared OMol25 structures with the same formula, charge and spin, eV: 1.449

Geometry as ORCA input:
```
! wB97M-V def2-TZVPD RIJCOSX def2/J DEFGRID3
* xyz 0 1
S -1.7001 -0.6701 -0.5584
O 1.7465 -1.2152 -0.6368
N 1.1797 -1.0578 0.4282
N -0.9869 1.8192 0.0942
C -1.2657 0.7206 -0.2157
H -0.1476 2.4004 0.0477
H 1.1741 -1.9971 0.8408
*
```

These are the Mulliken partial charges, in e, on atoms 1 to 5: -0.43, -0.21, -0.02, -0.36, 0.50

---

A 2-piece molecular cluster, C33H45BF4N2O8Si overall at a distorted geometry. Source: the Open Molecules 2025 dataset; level of theory: ωB97M-V/def2-TZVPD.

Results
F_max, Eh/bohr: 0.1236
Highest occupied orbital energy, eV: -8.106
Energy above the lowest of the compared OMol25 structures with the same formula, charge and spin, eV: 22.051

Geometry as ORCA input:
```
! wB97M-V def2-TZVPD RIJCOSX def2/J DEFGRID3
* xyz 0 1
Si -4.5805 -1.1495 -1.1616
F -2.7868 -2.3925 2.9461
F -0.1756 1.7362 -6.6446
F -2.8236 -0.0157 2.8385
F -1.7444 3.5133 -6.9071
O 3.1473 0.3707 1.7125
O 1.8972 5.3625 -5.3253
O 4.5124 -5.2838 2.8595
O -0.6914 3.1559 -4.7857
O 5.1709 0.5394 1.5386
O 1.7896 2.8137 0.5265
O 0.5736 4.0098 -6.5651
O 0.3452 4.3149 -3.1423
N 4.2924 0.6681 2.4037
N 0.9508 -2.4002 0.9460
C -4.2596 0.7602 -1.4258
C -1.3713 -1.0849 5.4440
C -2.0291 -1.2153 2.3756
C -3.4862 -4.1395 -5.3155
C -0.0285 1.1449 1.2214
C 6.6499 4.0397 -2.2356
C 0.2155 4.0257 -4.3208
C 5.4156 4.0911 0.4117
C -4.1139 -2.2011 -2.7121
C 0.7153 2.5704 1.5233
C 2.6812 -3.5880 3.1697
C -4.4891 -4.6641 -4.1070
C 5.0937 3.9899 -2.8393
C -3.0940 -1.6347 -3.8998
C 3.8691 4.0401 -0.1771
C 6.7567 4.1026 -0.5766
C -3.8418 -1.8129 0.5042
C 3.1129 -5.0093 2.4758
C -4.8302 -3.7094 -2.8060
C 1.0268 -3.5280 3.4088
C -0.1706 -0.6795 4.3755
C 0.5891 -0.1590 1.9949
C 0.9913 4.5494 -5.4119
C 2.5127 4.0646 0.8014
C 1.1378 -1.0639 0.6979
C 3.7492 4.0022 -1.8446
C 0.2473 -2.5912 2.3071
C -2.2437 -1.3705 0.7239
C -0.4551 -1.1658 2.8298
C -6.5304 -1.3103 -0.9851
C -2.8116 -2.6457 -5.1911
C -0.4289 3.7511 1.2119
C 2.0623 0.1579 2.7238
B -0.5223 3.0900 -6.2413
H -0.4711 3.8907 0.0330
H -1.6145 -2.2353 5.2394
H -0.1438 0.5143 4.3870
H -4.2398 1.2991 -0.3675
H 0.7647 -3.3009 4.5270
H 2.9676 -4.8614 1.3008
H 1.2367 -3.1525 0.2490
H -2.3317 -0.4245 5.3369
H -1.4846 3.4779 1.6381
H -1.6169 -2.2438 0.2615
H -0.9612 -1.0590 6.5589
H 1.0399 2.7480 2.6326
H -0.6263 -3.3296 1.9627
H -2.1364 -0.3404 0.1599
H 2.0019 1.0090 3.5243
H 2.7152 3.9990 -2.4200
H -0.0649 4.7726 1.6706
H 7.8596 4.1441 -0.1434
H 2.4049 -0.8191 3.3186
H -4.9671 -5.7364 -4.1596
H 2.8798 4.0577 1.9126
H -5.2108 1.1669 -1.9778
H -4.5299 -1.3663 1.3615
H -6.8015 -0.7573 0.0166
H 0.8224 -1.1464 4.8466
H -5.5656 -4.0435 -1.9306
H 0.0649 0.9644 0.0447
H 2.4554 -5.9202 2.8726
H 7.6126 4.0188 -2.9377
H 3.0744 -2.7275 2.4793
H -1.1866 1.3238 1.4053
H -6.7294 -2.4639 -0.8200
H 5.0130 -5.3434 1.9937
H 1.9337 5.0448 0.4867
H 0.6678 -4.6510 3.2183
H -3.9176 -2.9946 0.4872
H 3.1835 -3.5135 4.2493
H -3.2829 -4.8470 -6.2509
H -2.0839 -2.2685 -6.0335
H 5.6114 4.1548 1.5649
H -3.2903 0.9785 -2.0656
H -7.0877 -0.8648 -1.9132
H 1.6343 -0.5934 -0.2518
H -2.6157 -0.5578 -3.7963
H 5.0195 3.9482 -4.0221
*
```

These are the Mulliken partial charges, in e, on atoms 1 to 5: 0.14, -0.37, -0.38, -0.37, -0.36

---

One molecule with the formula C3H6ClNS at a distorted geometry. Source: the Open Molecules 2025 dataset; level of theory: ωB97M-V/def2-TZVPD.

Results
Structure (SMILES): C[C@H](Cl)/C=N/S
F_max, Eh/bohr: 0.0584
Highest occupied orbital energy, eV: -9.006
Energy above the lowest of the compared OMol25 structures with the same formula, charge and spin, eV: 1.420

Geometry as ORCA input:
```
! wB97M-V def2-TZVPD RIJCOSX def2/J DEFGRID3
* xyz 0 1
Cl -1.1210 1.3362 1.7921
S 3.0627 -0.3054 -0.4768
N 1.6019 -0.4926 0.3122
C 0.6707 0.3851 0.2387
C -0.6762 0.0278 0.7030
C -1.6244 0.0541 -0.4913
H 0.8795 1.3113 -0.2790
H -0.5895 -0.9959 1.1684
H -1.3434 -0.6271 -1.2351
H -1.7031 1.0284 -1.0523
H -2.6230 -0.0893 -0.1431
H 3.4658 -1.6326 -0.5368
*
```

These are the Mulliken partial charges, in e, on atoms 1 to 5: -0.20, -0.16, -0.37, -0.30, 0.43

---

- What is the formula in the first record?
  C2H6F3NSi

---

- F_max of number 1 (C2H6F3NSi)?
  0.0534 Eh/bohr

---

- Which of these has the highest F_max?
  F6H18O9P